# 1
The following is a quantum chemistry calculation of a gas-phase ion, C10H13O5S (charge -1) in a non-equilibrium geometry, from the Open Molecules 2025 dataset.

Last column: Mulliken charge in e.
Positions of all 29 atoms, in Å:
C 2.32 -2.20 0.22  -1.12
C 1.37 -0.87 0.23  0.46
C 2.14 0.34 1.00  -0.76
O 3.43 0.63 0.42  -0.29
S 3.32 1.61 -0.95  1.11
O 4.34 2.74 -0.92  -0.68
O 1.96 2.23 -1.14  -0.64
O 3.73 0.65 -2.24  -0.70
O 0.22 -1.22 1.07  -0.38
C -0.84 -1.78 0.22  -0.56
C -1.89 -0.56 0.00  0.60
C -2.61 -0.29 -1.34  -0.47
C -3.55 0.97 -1.40  -0.35
C -3.74 1.92 -0.17  -0.40
C -3.01 1.60 1.17  -0.38
C -2.08 0.37 1.26  -0.29
H 1.90 -2.89 -0.60  0.26
H 3.40 -1.88 0.05  0.37
H 2.15 -2.68 1.26  0.25
H 1.08 -0.52 -0.82  0.35
H 2.33 -0.08 2.06  0.30
H 1.46 1.25 1.14  0.32
H -1.36 -2.66 0.78  0.25
H -0.46 -2.11 -0.80  0.38
H -2.44 -0.97 -2.24  0.27
H -4.10 1.17 -2.37  0.29
H -4.42 2.84 -0.25  0.29
H -3.13 2.24 2.11  0.28
H -1.53 0.16 2.26  0.25

Properties
LUMO energy = 2.81 eV
HOMO = -4.86 eV
Total charge = -1
Frontier orbital gap = 0.2817 Ha



# 2
The following is a quantum chemistry calculation of a molecular structure, C10H14AlBrF4N4O2 in a non-equilibrium geometry, from the Open Molecules 2025 dataset.

Last column: Mulliken charge in e.
Positions of all 36 atoms, in Å:
C 4.51 1.94 1.89  -0.16
C 4.06 0.89 1.03  -0.26
N 3.04 -0.01 0.30  0.59
N 2.93 0.08 -1.08  -0.51
C 1.82 -0.91 -1.39  -0.01
C 1.38 -1.05 -2.96  -0.30
O 1.40 0.34 -3.53  -0.31
C 0.24 1.11 -3.04  0.54
C 0.28 2.19 -1.77  -0.56
O -0.97 0.99 -3.65  -0.50
N 1.33 -1.57 -0.12  0.25
C 0.21 -2.59 -0.03  -0.70
C -1.16 -1.73 0.36  -0.44
C -1.18 -1.32 1.95  -0.47
Br -3.05 -0.80 2.47  -0.10
C 2.12 -0.98 1.02  0.23
N 2.06 -1.23 2.52  -0.37
H 4.81 2.86 2.59  0.37
H 2.16 -1.65 -3.63  0.27
H 0.28 -1.47 -3.09  0.30
H -0.77 2.72 -1.60  0.32
H 0.49 1.56 -0.80  0.03
H 1.08 3.03 -1.89  0.31
H 0.43 -3.46 0.75  0.34
H 0.04 -3.09 -1.09  0.33
H -2.10 -2.31 -0.01  0.43
H -1.08 -0.71 -0.25  0.23
H -0.74 -2.16 2.63  0.27
H -0.46 -0.37 2.06  0.26
H 2.29 -2.23 2.77  0.32
H 2.70 -0.56 3.02  0.27
F -6.27 3.93 1.80  -0.48
Al -5.63 2.50 0.92  0.91
F -6.38 2.41 -0.72  -0.48
F -6.02 1.00 1.84  -0.47
F -3.84 2.65 0.75  -0.47

Properties
LUMO energy = -2.91 eV
HOMO = -9.86 eV
Total charge = 0
Frontier orbital gap = 0.2555 Ha